{
  "formula": "C4H10BrN2",
  "method": "wB97M-V/def2-TZVPD",
  "homo_ha": [-0.5029, -0.5023],
  "e_tot_ha": -2841.48911,
  "e_above_lowest_ev": 5.593,
  "gap_ha": [0.293, 0.291],
  "total_charge": 1,
  "elements": ["C", "C", "C", "C", "N", "N", "Br", "H", "H", "H", "H", "H", "H", "H", "H", "H", "H"],
  "xyz": [[-2.1919, -0.7719, -0.1140], [0.5436, 1.7693, -0.0507], [2.1995, -0.1986, -0.0533], [0.7999, 0.3129, 0.4546], [-2.5955, -1.9631, 0.1711], [0.1071, -0.5859, -0.4028], [-3.3111, 0.6138, 0.0640], [1.1797, 2.5461, 0.5821], [0.7796, 1.9213, -1.0645], [-0.5486, 2.1681, 0.0272], [2.3542, -1.1998, -0.2829], [2.9784, 0.1284, 0.7952], [2.4127, 0.2076, -0.9531], [0.8949, 0.3306, 1.5581], [-2.0708, -2.7905, -0.1132], [-3.4431, -2.2511, 0.7243], [-0.0886, -0.2373, -1.3420]]
}

***

{
  "formula": "C22H43FeN2OPS4",
  "method": "wB97M-V/def2-TZVPD",
  "homo_ha": [-0.4036, -0.4016],
  "e_tot_ha": -4246.45062,
  "s_squared": 0.85,
  "e_above_lowest_ev": 0.353,
  "gap_ha": [0.313, 0.225],
  "spin_multiplicity": 2,
  "total_charge": 1,
  "elements": ["Fe", "S", "C", "S", "S", "N", "C", "C", "C", "C", "N", "H", "H", "H", "H", "H", "H", "H", "H", "H", "H", "H", "H", "C", "C", "C", "P", "C", "C", "C", "C", "C", "C", "H", "H", "H", "H", "H", "H", "H", "H", "H", "H", "H", "H", "H", "H", "H", "H", "H", "H", "H", "H", "H", "C", "C", "C", "C", "C", "C", "C", "S", "C", "O", "H", "H", "H", "H", "H", "H", "H", "H", "H", "H"],
  "xyz": [[0.8694, -0.3591, -0.1594], [3.2238, -1.9566, 2.9865], [2.3196, -0.9064, 2.0367], [0.7335, -0.3880, 2.2390], [3.1222, -0.5164, 0.5921], [1.4664, -0.6883, -2.1160], [0.5698, -0.9611, -3.2693], [-0.6618, -0.0547, -3.2809], [-1.9370, -0.7288, -2.7767], [-1.7687, -1.5053, -1.4835], [-1.1992, -0.6829, -0.3942], [2.1092, 0.0534, -2.3734], [2.0483, -1.5082, -1.9615], [0.2705, -2.0084, -3.2102], [1.1330, -0.8559, -4.1978], [-0.8404, 0.3168, -4.2907], [-0.4537, 0.8222, -2.6668], [-2.3068, -1.4275, -3.5312], [-2.7207, 0.0253, -2.6543], [-1.1074, -2.3557, -1.6415], [-2.7384, -1.9082, -1.1808], [-1.3501, -1.1771, 0.4844], [-1.7514, 0.1644, -0.3164], [2.7772, 2.6129, 1.7400], [1.5129, 3.1316, 1.0549], [1.7411, 4.5965, 0.6624], [0.8053, 2.0459, -0.2898], [-0.9848, 2.5828, -0.2967], [-1.6594, 2.1265, 1.0101], [-1.3673, 4.0519, -0.5016], [1.5826, 2.5609, -1.9093], [3.1066, 2.4150, -1.7981], [1.2190, 3.8743, -2.6052], [3.0889, 3.3435, 2.4894], [3.6044, 2.4883, 1.0419], [2.6079, 1.6697, 2.2478], [0.7143, 3.1023, 1.8039], [2.6195, 4.6996, 0.0258], [1.9392, 5.1709, 1.5692], [0.9001, 5.0586, 0.1562], [-1.4099, 2.0168, -1.1357], [-1.3218, 1.1572, 1.3711], [-2.7443, 2.1002, 0.8832], [-1.4545, 2.8429, 1.8062], [-1.1117, 4.6441, 0.3764], [-2.4517, 4.1145, -0.6178], [-0.9153, 4.5143, -1.3720], [1.2333, 1.7799, -2.5881], [3.5429, 3.2406, -1.2380], [3.5530, 2.4297, -2.7944], [3.4119, 1.4936, -1.2974], [1.3887, 4.7516, -1.9872], [0.1845, 3.8803, -2.9445], [1.8457, 3.9756, -3.4943], [-3.9898, -3.7720, 4.1331], [-2.9036, -3.7925, 3.0966], [-3.1770, -4.1259, 1.7741], [-2.1637, -4.1546, 0.8262], [-0.8635, -3.8487, 1.2049], [-0.5679, -3.5130, 2.5231], [-1.5873, -3.4860, 3.4539], [0.3676, -3.8627, -0.0702], [1.6028, -4.9074, 0.6889], [1.0462, -2.5073, -0.1099], [-4.9706, -3.9237, 3.6865], [-3.9975, -2.8225, 4.6691], [-3.8278, -4.5596, 4.8706], [-4.1904, -4.3723, 1.4828], [-2.3805, -4.4253, -0.2007], [0.4422, -3.2589, 2.8168], [-1.3628, -3.2193, 4.4796], [1.9534, -4.4318, 1.6038], [2.4210, -5.0004, -0.0223], [1.1605, -5.8820, 0.8902]]
}